{
  "formula": "C26H36N4O2S",
  "method": "ωB97M-V/def2-TZVPD",
  "species": ["C", "C", "O", "C", "C", "O", "C", "C", "N", "C", "C", "C", "C", "C", "C", "C", "C", "N", "C", "C", "C", "C", "C", "C", "C", "C", "C", "C", "S", "C", "N", "C", "N", "H", "H", "H", "H", "H", "H", "H", "H", "H", "H", "H", "H", "H", "H", "H", "H", "H", "H", "H", "H", "H", "H", "H", "H", "H", "H", "H", "H", "H", "H", "H", "H", "H", "H", "H", "H"],
  "coordinates": [[-6.219673, 4.081014, 0.510281], [-4.873293, 4.403715, 1.184710], [-3.768470, 3.892669, 0.467370], [-3.463170, 4.660683, -0.684010], [-2.236079, 4.056059, -1.360120], [-2.532097, 3.375465, -2.562253], [-3.287367, 2.212073, -2.381849], [-2.465664, 1.001303, -1.999828], [-1.279851, 1.166271, -1.518111], [-0.584215, 0.050009, -1.143800], [0.712564, 0.221073, -0.591132], [1.171491, 1.644544, -0.446077], [1.433673, -0.888874, -0.185280], [2.833879, -0.759081, 0.359893], [3.905459, -0.932844, -0.738524], [4.038427, 0.221057, -1.722263], [5.199396, 0.046878, -2.703493], [5.466997, 1.252209, -3.510599], [0.841782, -2.192494, -0.285867], [1.620233, -3.374523, 0.226223], [1.628359, -3.489930, 1.745881], [0.735813, -2.792310, 2.558616], [0.807754, -2.934073, 3.949896], [1.761193, -3.768283, 4.535088], [1.831523, -3.868790, 6.040632], [2.645329, -4.479243, 3.722334], [2.575162, -4.335715, 2.334092], [-0.419294, -2.339766, -0.828857], [-1.144570, -3.960836, -0.993970], [-1.154666, -1.213057, -1.280136], [-2.396816, -1.385787, -1.818711], [-3.018144, -0.304595, -2.165073], [-4.331220, -0.409235, -2.661743], [-6.783173, 3.410227, 1.149754], [-6.817952, 4.967992, 0.339250], [-6.032930, 3.540838, -0.411116], [-4.839925, 3.914587, 2.152126], [-4.760972, 5.473576, 1.369530], [-4.292184, 4.639466, -1.394169], [-3.264738, 5.690143, -0.386680], [-1.552811, 4.855656, -1.629422], [-1.721787, 3.428654, -0.636792], [-4.082050, 2.327769, -1.639884], [-3.782623, 2.010062, -3.326456], [2.177632, 1.722222, -0.070280], [1.076381, 2.178453, -1.384279], [0.513353, 2.141023, 0.265603], [3.027354, -1.541776, 1.080790], [2.955431, 0.171397, 0.902607], [3.637964, -1.840072, -1.276665], [4.874235, -1.072701, -0.263184], [3.117630, 0.337864, -2.290637], [4.227535, 1.133173, -1.156521], [4.940483, -0.761240, -3.383182], [6.107677, -0.221113, -2.173453], [5.658295, 2.005577, -2.858596], [4.592451, 1.509325, -3.955387], [2.655022, -3.255191, -0.083956], [1.265053, -4.309061, -0.184450], [0.002539, -2.138735, 2.114801], [0.103024, -2.377565, 4.549525], [0.877924, -4.146991, 6.471489], [2.138246, -2.900753, 6.430348], [2.606867, -4.565613, 6.338597], [3.375379, -5.130646, 4.173090], [3.264060, -4.871131, 1.696880], [-2.295188, -3.720185, -0.355040], [-4.376221, -0.086378, -3.619110], [-4.626428, -1.374439, -2.608448]],
  "forces_ev_per_angstrom": [[0.4, 0.0, 0.5], [-0.3, -0.3, 0.0], [0.0, 0.1, 0.0], [0.2, -0.5, 0.0], [0.0, 0.6, 0.3], [0.0, -0.1, 0.1], [0.1, -0.3, -0.1], [0.1, 0.3, -0.1], [0.2, -0.2, 0.1], [0.0, 0.2, 0.0], [0.2, -0.2, 0.1], [-0.2, -0.2, 0.2], [-0.4, 0.3, -0.1], [0.2, -0.2, -0.3], [-0.3, 0.3, 0.1], [0.3, -0.2, 0.2], [-0.5, 0.4, -0.2], [-0.2, -0.3, 0.3], [-0.2, 0.2, -0.4], [0.2, 0.3, 0.5], [0.1, -0.2, 0.0], [0.5, -0.5, 0.5], [0.2, -0.2, -0.9], [-0.2, 0.0, 0.2], [0.4, 0.3, -0.5], [-0.6, 0.5, -0.6], [-0.3, 0.3, 0.5], [0.0, -0.3, 0.2], [0.1, -0.1, 0.0], [0.1, -0.5, 0.1], [0.3, 0.2, 0.2], [-0.7, -0.2, -0.1], [0.3, 0.0, 0.1], [-0.2, -0.1, 0.0], [-0.1, 0.1, -0.2], [-0.1, 0.1, -0.3], [0.1, -0.1, 0.2], [0.1, 0.2, -0.1], [-0.2, 0.2, -0.1], [0.0, 0.2, 0.0], [0.1, 0.1, -0.2], [0.0, -0.2, 0.0], [-0.1, 0.1, 0.1], [-0.1, 0.1, -0.2], [0.3, 0.0, 0.0], [0.1, 0.1, -0.1], [-0.1, 0.2, 0.0], [-0.1, -0.1, 0.3], [0.1, 0.2, 0.0], [0.2, -0.2, -0.2], [0.1, -0.2, 0.1], [-0.2, 0.2, 0.0], [-0.1, 0.2, 0.1], [0.2, -0.2, -0.1], [0.2, -0.1, 0.1], [0.1, 0.1, -0.1], [0.0, 0.1, -0.2], [0.1, -0.2, -0.1], [-0.1, -0.1, -0.2], [-0.1, 0.1, 0.0], [0.0, 0.0, 0.3], [-0.1, -0.1, 0.2], [-0.1, 0.1, 0.2], [0.0, -0.3, 0.1], [0.2, -0.1, 0.0], [0.1, -0.1, -0.1], [0.0, 0.1, -0.1], [-0.3, 0.1, 0.0], [0.0, -0.1, -0.1]],
  "e_tot_ha": -1780.02614,
  "lumo_ev": 0.12,
  "de_lowest_kj_mol": 0.00,
  "smiles": "CCOCCOCc1nc2c(C)c(CCCCN)c(Cc3ccc(C)cc3)c(S)c2nc1N",
  "homo_energy_ev": -8.155,
  "total_charge": 0
}

=====

{
  "formula": "C26H36N5",
  "method": "ωB97M-V/def2-TZVPD",
  "species": ["C", "C", "C", "N", "C", "C", "C", "C", "C", "C", "C", "C", "C", "N", "C", "C", "C", "C", "C", "C", "C", "C", "C", "H", "H", "H", "H", "H", "H", "H", "H", "H", "H", "H", "H", "H", "H", "H", "H", "H", "H", "H", "H", "H", "H", "H", "H", "H", "C", "N", "C", "C", "N", "C", "C", "N", "H", "H", "H", "H", "H", "H", "H", "H", "H", "H", "H"],
  "coordinates": [[5.439372, -1.555459, -6.817968], [4.109666, -0.796026, -6.906187], [3.343295, -1.101571, -5.608836], [4.309177, -1.718180, -4.702789], [3.899532, -2.240690, -3.481876], [2.710554, -3.023220, -3.415149], [2.180373, -3.442375, -2.212855], [2.830753, -3.131871, -0.979690], [2.165670, -3.381077, 0.251892], [2.686814, -2.904273, 1.498037], [3.254278, -1.594900, 1.607386], [3.909571, -1.189434, 2.752280], [3.771692, -1.939557, 3.956068], [4.184426, -1.401683, 5.173260], [5.288451, -1.946436, 5.945753], [5.530808, -0.943428, 7.090525], [4.309401, -0.016834, 7.122734], [3.383769, -0.476256, 5.977986], [3.163750, -3.224855, 3.872381], [2.621493, -3.686834, 2.685903], [4.121276, -2.492369, -1.069437], [4.606817, -2.007372, -2.267015], [5.509482, -2.173058, -5.405418], [5.486093, -2.344238, -7.574964], [6.281167, -0.878938, -6.991580], [4.286510, 0.282017, -6.987249], [3.521619, -1.108339, -7.773310], [2.928038, -0.184697, -5.161313], [2.495945, -1.781714, -5.805586], [2.204751, -3.279782, -4.342960], [1.219896, -3.968140, -2.180653], [1.240155, -3.961884, 0.251492], [3.167785, -0.915143, 0.755518], [4.502019, -0.270363, 2.764043], [5.012465, -2.942837, 6.336170], [6.194653, -2.063626, 5.335455], [5.663767, -1.471695, 8.037904], [6.442511, -0.361605, 6.901975], [3.782750, -0.073132, 8.079962], [4.618754, 1.026033, 6.973696], [3.029185, 0.381704, 5.391227], [2.496596, -1.002126, 6.383681], [3.077944, -3.820541, 4.780054], [2.127343, -4.660169, 2.624595], [4.692509, -2.317892, -0.153519], [5.510974, -1.390295, -2.293671], [5.543624, -3.277036, -5.474576], [6.419926, -1.852539, -4.882130], [-0.406899, -6.412093, -1.836225], [-1.787630, -6.093492, -1.618658], [-2.910935, -6.842856, -2.133660], [-4.116067, -6.067653, -1.610301], [-3.524740, -4.946587, -0.907127], [-4.325685, -3.949144, -0.258582], [-2.139626, -4.970588, -0.915588], [-1.248585, -4.162869, -0.409144], [0.182839, -5.737643, -1.208919], [-0.183858, -7.449469, -1.566571], [-0.117940, -6.262932, -2.883755], [-2.895607, -6.889747, -3.233450], [-2.904045, -7.880286, -1.769098], [-4.757112, -5.754565, -2.445680], [-4.717241, -6.713740, -0.954290], [-3.650866, -3.209726, 0.156483], [-4.995712, -3.446602, -0.963296], [-4.919581, -4.371153, 0.558946], [-1.704548, -3.431795, 0.136903]],
  "forces_ev_per_angstrom": [[0.1, -0.1, 0.0], [-0.2, 0.2, 0.2], [-0.7, -0.3, -0.2], [-0.1, 0.2, 0.5], [-0.3, -0.2, -0.1], [-0.3, 0.2, 0.3], [-0.1, 0.2, -0.2], [-0.2, 0.1, 0.4], [1.1, 0.1, -0.8], [-0.1, 0.9, 1.0], [0.3, -0.7, -0.5], [-0.5, 0.0, 0.9], [-0.3, -0.5, -0.9], [0.9, 0.9, 0.0], [-0.1, -0.7, 0.2], [0.2, -0.1, -0.1], [-0.2, 0.2, -0.1], [-0.4, -0.1, -0.1], [0.1, 0.5, 0.0], [-0.2, 0.1, -0.6], [-0.1, 0.4, 0.0], [0.1, -0.3, -0.1], [0.7, -0.2, 0.1], [0.1, 0.1, 0.2], [-0.1, -0.2, 0.0], [-0.1, -0.2, 0.0], [0.1, 0.1, 0.1], [0.1, -0.3, 0.0], [0.2, 0.2, -0.1], [0.0, 0.1, 0.2], [0.4, 0.1, 0.0], [0.1, -0.1, -0.1], [0.2, -0.3, 0.3], [-0.5, -0.1, 0.1], [0.3, 0.1, 0.1], [-0.3, 0.0, 0.0], [0.0, 0.1, -0.1], [-0.2, -0.2, 0.1], [0.1, 0.1, -0.2], [-0.1, -0.3, 0.0], [0.0, -0.3, 0.0], [0.2, 0.2, -0.1], [0.0, 0.1, -0.2], [0.2, 0.3, 0.2], [-0.2, -0.1, -0.4], [-0.2, -0.4, 0.0], [-0.1, 0.4, 0.2], [-0.2, -0.1, 0.0], [0.1, -0.1, -0.2], [0.4, 0.3, 0.3], [0.4, -0.4, -0.3], [-0.2, -0.2, -0.1], [0.4, 0.2, 0.1], [0.0, 0.0, 0.0], [-0.2, -0.1, -0.1], [-0.9, -0.3, 0.0], [-0.1, -0.3, -0.1], [0.0, 0.1, 0.0], [0.0, 0.0, 0.0], [0.0, 0.1, 0.2], [0.1, 0.2, 0.0], [0.0, 0.2, 0.3], [0.0, 0.3, 0.0], [-0.1, 0.2, 0.1], [0.0, -0.1, 0.0], [0.0, 0.0, -0.1], [0.1, -0.1, -0.2]],
  "e_tot_ha": -1285.82706,
  "lumo_ev": -4.80,
  "de_lowest_kj_mol": 105.42,
  "homo_energy_ev": -10.452,
  "total_charge": 1
}